66
Properties=species:S:1:pos:R:3:forces:R:3:nbo_charge:R:1 method="wB97M-V/def2-TZVPD" gap_ev=9.868 e_above_lowest_kcal_mol=63.7 e_lumo_ev=0.25 energy_ha=-1272.90970 max_force_ev_per_a=1.50 smiles=CO.CO.CO.CO.CO.CO.CO.CO.CO.CO.CO
C -2.438516 -0.480947 20.374080 0.88 -0.12 0.21 -0.245
O -3.050585 -0.615491 21.645316 -0.68 0.13 -0.23 -0.724
H -1.499085 -1.032531 20.410622 0.08 -0.10 -0.48 0.168
H -3.052023 -0.866259 19.559690 -0.26 -0.23 0.41 0.180
H -2.193458 0.547932 20.110538 -0.07 0.29 0.17 0.154
H -2.383654 -0.507292 22.327296 0.04 0.03 -0.10 0.467
C -2.861030 5.473277 13.195835 -0.12 -0.09 -0.25 -0.257
O -2.271970 4.443737 12.360551 -0.64 0.80 0.50 -0.743
H -3.786437 5.841064 12.752603 0.04 0.08 -0.24 0.170
H -3.147279 5.102128 14.179908 0.37 -0.23 0.12 0.175
H -2.177628 6.317394 13.288127 0.11 -0.22 0.03 0.195
H -2.998479 4.125571 11.819678 0.12 -0.27 -0.16 0.481
C -2.409812 2.103177 17.156347 0.16 1.09 -0.07 -0.249
O -2.247646 3.229027 16.286012 0.25 -0.59 -0.08 -0.754
H -2.737203 2.509192 18.113456 -0.10 -0.48 0.33 0.158
H -3.144326 1.400524 16.762808 0.04 -0.21 0.04 0.160
H -1.434829 1.637429 17.299822 -0.12 -0.15 -0.15 0.188
H -2.972584 3.831252 16.468763 -0.20 0.34 -0.19 0.488
C -6.517756 0.512148 17.115541 0.88 0.24 0.41 -0.251
O -7.326358 1.417298 17.858330 -0.35 -0.36 -0.37 -0.720
H -7.051538 0.035778 16.293195 -0.29 0.38 0.16 0.189
H -5.647854 1.053113 16.743062 0.07 0.02 -0.50 0.152
H -6.082366 -0.277153 17.728358 -0.29 -0.22 0.27 0.168
H -6.771969 1.851749 18.510632 0.04 -0.08 0.05 0.466
C -1.701587 7.038383 17.185646 0.85 0.57 0.18 -0.257
O -0.650990 7.836181 16.610651 -1.01 -0.31 -0.18 -0.755
H -2.694216 7.406681 16.926524 0.07 0.27 0.08 0.162
H -1.664846 5.999186 16.858818 0.16 -0.08 0.04 0.170
H -1.502822 7.108736 18.255060 -0.68 -0.35 0.24 0.166
H -0.102226 7.193246 16.155586 0.61 0.05 -0.29 0.493
C 1.794456 0.961910 15.580817 -0.83 1.12 -0.12 -0.262
O 3.075983 0.884172 16.166602 0.62 -0.70 -0.06 -0.751
H 1.299616 1.775513 16.111173 -0.63 -0.02 -0.17 0.160
H 1.828826 1.247873 14.529558 0.06 -0.16 -0.09 0.184
H 1.190097 0.061545 15.691186 0.49 -0.13 0.16 0.195
H 3.641526 1.488568 15.680341 0.14 -0.09 0.16 0.480
C -6.044515 3.042085 14.310388 1.35 0.13 0.39 -0.262
O -6.011350 2.286627 13.106392 -0.56 0.11 0.29 -0.713
H -5.004003 3.151219 14.616191 0.27 0.31 0.33 0.160
H -6.412674 4.059859 14.181134 -0.44 -0.32 -0.32 0.178
H -6.514505 2.520350 15.144046 -0.60 0.13 -0.17 0.172
H -5.710709 1.433336 13.427509 0.03 -0.31 -0.52 0.462
C 1.237026 0.296331 19.277338 -0.29 0.06 1.47 -0.242
O 1.664541 -0.509327 18.239206 0.18 -0.51 -0.45 -0.732
H 0.542685 1.089113 18.998971 -0.13 0.10 -0.28 0.147
H 0.750207 -0.346875 20.010403 -0.42 -0.10 -0.16 0.167
H 2.013680 0.743155 19.898015 0.54 0.23 -0.37 0.161
H 2.383796 -0.094487 17.757347 0.21 0.22 -0.12 0.492
C -1.471618 1.311514 13.462071 -0.13 0.54 -1.00 -0.251
O -0.602335 2.370075 13.092635 0.61 -0.61 0.40 -0.759
H -2.255964 1.699054 14.112237 0.16 -0.39 0.60 0.170
H -1.981097 0.953404 12.567483 -0.16 -0.29 -0.21 0.150
H -0.884623 0.470921 13.832136 -0.13 0.23 0.44 0.176
H -1.156395 3.119590 12.862755 -0.17 0.42 -0.11 0.494
C 0.777608 4.635319 15.404128 0.04 -0.37 -0.55 -0.255
O 1.155101 5.993008 15.588292 -0.14 0.07 0.12 -0.742
H 0.904654 4.053149 16.316831 -0.05 -0.03 0.02 0.164
H -0.260376 4.554890 15.081280 0.01 0.27 0.23 0.203
H 1.364733 4.209128 14.590652 0.13 -0.25 0.06 0.173
H 1.968265 5.995267 16.098550 0.03 0.18 -0.01 0.475
C -5.016405 4.742158 17.861154 -0.88 -0.36 0.46 -0.250
O -4.332021 5.174540 16.726845 0.62 0.35 -0.67 -0.741
H -4.339457 4.111562 18.437507 -0.09 0.13 0.08 0.181
H -5.397104 5.560649 18.472074 0.28 0.14 0.17 0.176
H -5.891519 4.164174 17.564150 -0.11 -0.35 0.11 0.166
H -4.911503 5.718637 16.188553 0.02 0.03 -0.07 0.482

***

88
Properties=species:S:1:pos:R:3:forces:R:3:lowdin_charge:R:1 method="wB97M-V/def2-TZVPD" gap_ev=9.029 e_above_lowest_kcal_mol=62.6 e_lumo_ev=-0.28 energy_ha=-2410.58564 max_force_ev_per_a=8.82 smiles="NC(N)=O.NC(N)=O.NC(N)=O.NC(N)=O.NC(N)=O.NC(N)=O.NC(N)=O.NC(N)=O.NC(N)=O.OCCO.O.O"
N 0.631826 4.646175 -4.002592 -1.87 0.76 0.24 0.155
C 1.693796 3.851165 -4.086922 2.46 1.49 -0.76 -0.749
N 1.470026 2.668135 -3.525442 -0.31 -2.55 1.23 0.158
O 2.758056 4.210975 -4.570292 0.00 -0.37 -0.31 0.022
H 0.578416 5.501865 -4.536492 -0.03 -0.36 0.26 0.117
H -0.170774 4.160175 -3.628782 -0.52 0.94 -0.36 0.083
H 2.237886 2.035275 -3.352282 0.02 0.32 -0.14 0.102
H 0.706736 2.620345 -2.865742 0.13 -0.35 -0.08 0.092
N 3.964676 5.553825 0.830608 -5.35 5.53 4.31 0.180
C 4.901886 4.946245 0.292878 5.51 -0.16 -2.58 -0.843
N 4.527556 3.754955 -0.015722 0.48 -6.15 -2.02 0.164
O 6.006466 5.423345 0.015458 0.00 -0.15 0.14 0.017
H 4.236176 6.462705 1.177488 -0.58 -0.02 0.20 0.135
H 3.244296 5.017665 1.292878 -0.06 0.57 0.10 0.111
H 3.645956 3.313495 0.203338 0.27 0.39 0.02 0.107
H 5.268846 3.165075 -0.365952 -0.36 -0.05 -0.06 0.116
N -0.446394 2.206295 5.858878 -4.40 2.84 -0.48 0.149
C 0.303676 1.152465 5.997748 0.23 0.18 -1.19 -0.790
N 1.496226 1.619655 6.322728 3.09 -1.29 0.92 0.155
O -0.038744 0.054675 5.646998 0.18 -1.96 -0.11 0.050
H -1.367964 2.053415 5.474908 -0.07 0.43 0.34 0.116
H -0.183684 3.098365 6.252948 -0.58 -0.21 -0.36 0.111
H 2.238166 0.941575 6.223498 0.51 0.65 0.69 0.122
H 1.520836 2.570095 6.663538 1.09 -0.67 -0.04 0.109
N 3.167616 -6.419055 -1.459272 1.29 -3.19 -0.24 0.155
C 2.713796 -5.343475 -0.875852 1.83 1.37 2.63 -0.771
N 2.102036 -4.585935 -1.727182 -3.07 4.06 -2.09 0.169
O 3.028036 -5.016485 0.280688 -0.78 -0.23 -0.52 -0.008
H 3.956726 -6.755505 -0.926162 0.01 -0.74 -0.73 0.123
H 3.045386 -6.493945 -2.459042 0.59 -0.49 0.41 0.110
H 1.786196 -3.670105 -1.441512 -0.04 -0.24 0.18 0.113
H 1.986126 -4.745935 -2.717672 0.11 -0.37 0.44 0.114
N -3.259464 0.882925 -3.352252 0.71 -3.07 0.51 0.154
C -3.185984 2.180645 -3.123342 2.07 -0.10 1.41 -0.782
N -4.095834 2.744005 -3.841082 -3.29 3.14 -2.58 0.164
O -2.388124 2.720585 -2.383592 0.66 0.50 0.62 0.032
H -3.972534 0.598345 -4.008482 0.78 -0.95 0.43 0.104
H -2.501204 0.322915 -2.989582 -0.37 -0.37 -0.28 0.113
H -4.106084 3.742155 -3.994992 -0.07 -0.27 0.10 0.130
H -4.504834 2.128055 -4.529142 -0.28 1.11 -0.13 0.108
N -2.120074 -5.338095 -5.771812 -1.00 -3.32 -2.98 0.164
C -1.901894 -4.793215 -4.612342 0.17 -2.15 3.12 -0.806
N -1.665774 -3.552335 -4.780602 1.31 6.72 0.20 0.153
O -1.872504 -5.305975 -3.496222 -0.22 -0.72 -0.33 0.021
H -2.032404 -4.769985 -6.602272 -0.11 -0.76 0.09 0.111
H -2.216504 -6.342645 -5.812722 -0.08 0.30 -0.32 0.125
H -1.361004 -3.008535 -3.985932 -0.11 -0.05 -0.22 0.121
H -1.641334 -3.121545 -5.693792 0.09 0.05 0.47 0.112
N -0.479454 -0.877345 0.929058 -4.69 -1.01 4.82 0.198
C 0.265456 -0.684055 -0.086032 1.12 0.07 -0.16 -0.876
N 1.460416 -0.304555 0.203738 5.70 2.02 1.36 0.177
O -0.017004 -0.874815 -1.211792 -2.38 -0.88 -5.22 0.048
H -1.467204 -1.063695 0.830478 0.27 -0.12 -0.36 0.114
H -0.233144 -0.728155 1.897138 0.35 0.13 -0.35 0.119
H 2.097316 -0.074355 -0.545572 -0.24 -0.23 0.06 0.114
H 1.808426 -0.135005 1.136608 -0.22 -0.04 -0.16 0.107
N -3.800444 -3.190315 0.005588 5.84 -2.23 0.79 0.163
C -5.059354 -3.003245 0.140118 -0.93 1.46 -1.62 -0.815
N -5.369634 -2.001025 -0.694622 -3.06 1.97 -0.87 0.139
O -5.810554 -3.614795 0.822378 -1.98 -1.20 1.82 0.081
H -3.431134 -4.011905 0.462428 0.34 0.16 -0.30 0.130
H -3.294584 -2.762475 -0.756752 0.11 -0.52 0.38 0.107
H -6.334044 -1.718955 -0.592422 0.26 0.46 -0.56 0.108
H -4.704944 -1.489435 -1.257252 -0.50 -0.05 0.34 0.090
N 2.561346 -2.666265 3.879558 -3.97 -1.55 0.16 0.164
C 3.747476 -2.206425 4.165768 0.02 0.84 -2.36 -0.826
N 4.431946 -1.824405 3.092808 2.44 0.53 -1.08 0.158
O 4.077976 -1.932435 5.262238 1.52 0.75 3.95 0.070
H 1.930756 -2.199475 4.515618 -0.85 -0.83 -0.19 0.110
H 2.266276 -2.965175 2.961048 0.02 0.28 0.22 0.104
H 4.183896 -2.077165 2.146938 0.43 -0.04 0.30 0.101
H 5.349336 -1.543755 3.408628 0.29 -0.01 -1.07 0.110
O -2.834684 2.429965 1.737388 0.77 -0.11 0.82 -0.056
C -4.150984 2.019195 2.022428 -1.06 0.34 -1.41 -0.264
C -4.391224 1.448745 3.388698 0.86 -1.35 -1.24 -0.286
O -4.364284 2.417645 4.382908 -0.37 0.06 0.68 -0.035
H -2.637774 2.389105 0.798688 -0.29 -0.02 -0.10 0.075
H -4.833174 2.847565 1.831348 -0.11 0.48 0.49 0.119
H -4.502854 1.325065 1.259238 0.20 -0.69 0.10 0.112
H -3.676234 0.644175 3.560618 0.81 0.11 0.17 0.116
H -5.289964 0.832075 3.378898 -0.73 0.59 -0.15 0.122
H -4.909584 2.009505 5.059408 0.07 0.54 0.58 0.090
O 4.614316 0.115985 -2.654002 -0.36 0.06 0.11 -0.052
H 5.121316 -0.439285 -3.246332 0.10 -0.12 -0.21 0.033
H 5.212176 0.303715 -1.930432 0.19 0.09 0.15 0.026
O 1.667986 3.076965 2.703098 0.31 0.14 -0.30 -0.046
H 0.962376 2.536445 2.347868 -0.32 -0.06 -0.10 0.025
H 1.649166 2.907535 3.644988 0.00 -0.08 0.34 0.014

***

88
Properties=species:S:1:pos:R:3:forces:R:3:lowdin_charge:R:1 method="wB97M-V/def2-TZVPD" gap_ev=8.314 e_lumo_ev=-0.84 energy_ha=-2248.21041 max_force_ev_per_a=3.83
C -7.909840 10.428593 -8.825188 1.26 1.21 0.18 -0.064
C -8.003547 9.090425 -9.507070 -0.98 0.56 0.44 -0.391
C -7.170164 8.013124 -8.811324 -0.48 -0.20 -0.33 -0.216
O -5.799841 8.287428 -8.897281 0.11 0.83 -0.13 -0.172
C -5.000612 7.566518 -7.990825 0.13 -0.25 -0.14 -0.114
N -9.432038 8.694877 -9.459610 0.14 -1.24 0.18 0.038
H -8.431929 11.216216 -9.373687 -0.12 -0.11 -0.05 0.076
H -6.863969 10.750736 -8.760907 0.02 -0.06 -0.37 0.080
H -8.208124 10.497509 -7.776737 -0.53 -0.66 -0.10 0.074
H -7.721181 9.157803 -10.561645 0.53 0.12 0.10 0.142
H -7.430114 7.094647 -9.361415 0.24 -0.35 0.39 0.121
H -7.440373 7.920112 -7.752880 -0.40 0.07 -0.06 0.128
H -3.970984 7.881635 -8.150404 0.02 -0.25 -0.29 0.089
H -5.158545 6.500023 -8.164694 0.45 -0.09 0.08 0.077
H -5.181620 7.755708 -6.925442 -0.53 0.27 -0.10 0.084
H -9.500381 7.764924 -9.870429 -0.12 0.06 0.11 0.049
H -10.046926 9.256272 -10.036230 0.49 0.43 -0.20 0.067
O -12.940566 7.452533 -11.932615 -0.73 0.33 0.16 -0.056
H -13.715662 7.961828 -11.659091 0.01 -0.13 -0.02 0.078
H -13.214736 6.992936 -12.738429 0.15 -0.33 0.04 0.065
O -14.212261 4.779991 -7.356045 0.11 0.28 0.05 -0.059
H -13.624701 4.071815 -7.071818 0.01 0.05 0.06 0.033
H -13.690283 5.586839 -7.220475 -0.05 -0.37 -0.09 -0.003
O -12.448871 4.505193 -13.379486 -0.19 0.18 0.45 -0.088
H -11.855052 5.146716 -12.950953 0.00 -0.37 -0.34 -0.029
H -12.205094 3.654545 -12.961263 0.07 0.37 -0.30 0.014
O -10.997011 9.353340 -12.607890 0.19 2.21 3.12 -0.082
H -11.370975 8.585805 -12.137952 0.27 0.19 0.25 0.016
H -11.471746 10.115386 -12.258624 0.17 0.16 0.35 0.071
O -13.604448 7.632529 -7.523460 -0.34 0.33 0.06 -0.054
H -13.971407 8.141843 -8.254877 -0.11 -0.11 0.03 0.057
H -14.315652 7.605523 -6.869087 0.08 -0.04 -0.04 0.075
C -10.813591 9.912167 -5.897212 0.16 -0.80 -0.53 -0.679
O -9.708935 9.630621 -5.447088 -0.56 0.47 0.13 0.013
N -11.862472 10.405378 -5.159474 1.16 0.15 0.42 0.143
N -11.143096 9.696551 -7.201637 0.25 0.11 0.11 0.145
H -11.624911 10.624234 -4.207353 -0.50 0.00 0.00 0.102
H -12.786042 10.422407 -5.531192 -0.28 0.10 0.24 0.078
H -10.487448 9.218056 -7.815159 0.00 0.07 -0.09 0.048
H -12.030302 10.011574 -7.533975 -0.09 -0.08 -0.23 0.073
C -11.723446 3.280042 -4.658144 -0.11 1.03 0.38 -0.674
O -11.597724 4.349001 -5.241436 0.05 -0.39 0.01 0.015
N -11.861719 3.187670 -3.291001 0.03 -0.06 -0.46 0.151
N -11.813585 2.084503 -5.284838 -0.12 -0.99 -0.31 0.154
H -12.042956 2.293649 -2.878775 0.12 0.03 0.27 0.088
H -11.548508 3.949112 -2.719595 -0.07 0.06 -0.04 0.104
H -11.706262 1.990952 -6.277428 0.06 0.38 -0.03 0.103
H -11.737761 1.232217 -4.761556 0.01 -0.03 0.01 0.095
C -6.927248 4.053668 -6.307053 -0.76 -1.11 1.52 -0.678
O -6.345944 3.349381 -5.471788 0.13 1.12 -0.64 -0.006
N -6.771593 5.388330 -6.489254 0.73 -0.22 0.12 0.164
N -7.947359 3.530739 -7.026540 -0.14 -0.67 -0.61 0.155
H -7.291703 5.832636 -7.221901 -0.08 0.35 0.23 0.061
H -6.290461 5.879458 -5.759132 0.06 0.26 -0.27 0.107
H -8.242403 2.630696 -6.692983 -0.01 -0.03 -0.27 0.100
H -8.537935 4.081268 -7.631513 -0.14 0.02 0.12 0.041
C -9.780244 3.007889 -11.789891 0.67 0.30 -0.72 -0.666
O -10.716484 2.536115 -12.430753 0.00 -0.31 0.89 0.004
N -9.493572 2.902108 -10.465552 -0.66 -1.23 -0.85 0.163
N -8.826851 3.754538 -12.432125 -0.02 0.30 -0.10 0.155
H -8.988416 3.670112 -10.041281 -0.39 -0.18 0.44 0.054
H -10.148857 2.327638 -9.961080 0.12 0.37 0.35 0.111
H -8.918432 3.870881 -13.423526 0.03 -0.06 0.04 0.096
H -7.962887 3.955550 -11.966827 0.17 0.05 -0.18 0.100
C -10.395012 7.160332 -13.950348 0.22 0.07 -0.54 -0.611
O -10.505699 6.531594 -12.894426 -0.15 0.47 -0.54 -0.038
N -11.229924 8.142316 -14.355808 -0.25 -2.57 -2.41 0.135
N -9.359260 6.937263 -14.809148 0.09 0.00 -0.07 0.177
H -11.929049 8.493696 -13.731493 0.08 -0.10 -0.92 0.067
H -11.158362 8.438330 -15.308899 -0.28 0.18 -0.05 0.115
H -8.832942 6.086803 -14.757265 0.02 0.04 0.16 0.099
H -9.198284 7.562348 -15.574777 0.09 -0.11 -0.13 0.099
C -10.456575 5.656770 -9.259177 -1.17 0.01 0.26 -0.640
O -9.365776 5.112327 -9.003218 0.00 0.81 -0.04 -0.058
N -11.245001 6.153605 -8.267586 1.64 -0.96 0.01 0.197
N -10.987999 5.735710 -10.492491 0.55 -0.14 -0.50 0.190
H -12.067731 6.708132 -8.413385 0.17 0.04 0.33 0.055
H -10.724334 6.079389 -7.403929 -0.88 0.47 0.46 0.117
H -10.385228 5.661467 -11.303822 0.06 -0.19 0.33 0.058
H -11.812864 6.279561 -10.690702 0.02 -0.01 0.26 0.064
C -16.800793 5.156690 -10.412862 0.25 -0.92 1.90 -0.690
O -17.635226 4.673516 -9.648325 0.16 0.70 -0.86 0.019
N -15.504050 5.328811 -10.021388 -0.16 0.50 -0.20 0.157
N -17.046410 5.525246 -11.683571 -1.40 0.43 -1.69 0.146
H -15.248671 5.129490 -9.066029 0.21 -0.36 -0.04 0.058
H -14.816335 5.503837 -10.725828 0.43 -0.09 0.11 0.072
H -17.999719 5.572123 -12.005350 -0.02 -0.35 0.39 0.106
H -16.422382 5.944355 -12.342087 0.62 -0.01 0.35 0.085